No. 1
Computed, not measured: 2 unconnected molecules or ions with the total composition CHCl2OPS, with wB97M-V/def2-TZVPD.

Values from the calculation:
total charge	0
relative energy (zero: lowest compared OMol25 entry of this formula, charge and spin)	2.5274	eV

Geometry as XYZ:
```
7
Properties=species:S:1:pos:R:3:forces:R:3:lowdin_charge:R:1
C -0.5575 -1.1247 0.7308 1.1 3.6 -2.3 -0.97
O -3.1289 -0.2286 -0.1100 1.6 -1.0 -0.7 -0.38
P -2.0733 -1.2511 -0.3087 -0.5 -0.5 2.4 -0.18
S 0.1038 -1.6194 2.0719 -0.5 0.1 -0.9 0.71
Cl -1.2010 -1.5337 -2.0739 -0.4 0.0 -0.2 0.37
Cl -2.6390 -3.1086 0.3659 -0.2 0.4 -0.7 0.29
H 0.0389 0.1123 -0.2801 -1.0 -2.6 2.5 0.16
```
Forces are in eV/Å.

---

No. 2
Computed, not measured: a molecular structure, CHCl3, with wB97M-V/def2-TZVPD.

Values from the calculation:
multiplicity	2
total charge	+1
relative energy (zero: lowest compared OMol25 entry of this formula, charge and spin)	0.2639	eV

Geometry as XYZ:
```
5
Properties=species:S:1:pos:R:3:forces:R:3:lowdin_spin:R:1
C -10.3124 10.7626 -18.3423 1.7 -2.3 -1.2 -0.02
Cl -8.9346 10.2032 -19.4721 -1.8 1.4 1.2 0.07
Cl -9.8169 10.1994 -16.7137 -0.9 0.3 -0.7 0.47
Cl -11.6819 9.6116 -18.6146 0.7 0.7 0.7 0.48
H -10.6594 11.7949 -18.3868 0.4 -0.1 -0.1 0.00
```
Forces are in eV/Å.

---

No. 3
Computed, not measured: 2 unconnected molecules or ions with the total composition CHCl3N4, with wB97M-V/def2-TZVPD.

Values from the calculation:
total charge	0
relative energy (zero: lowest compared OMol25 entry of this formula, charge and spin)	1.5645	eV

Geometry as XYZ:
```
9
Properties=species:S:1:pos:R:3:forces:R:3:lowdin_charge:R:1
C 1.2121 0.1071 -0.1786 0.5 0.2 0.9 0.03
N 1.2271 -1.0808 -0.3124 -0.1 3.0 0.4 -0.24
N -1.0178 1.8197 0.9252 1.8 1.3 0.8 -0.48
N 1.0534 -2.1324 -0.8597 0.5 -2.4 -1.5 -0.43
N -1.7051 0.8713 0.8915 -1.7 -1.3 1.0 -0.51
Cl -0.3164 2.6442 -0.4480 -0.6 0.4 -0.8 0.50
Cl 0.2079 -3.2562 0.1060 -0.4 -0.5 0.5 0.52
Cl -2.5026 0.1877 -0.4650 0.3 0.0 -1.0 0.54
H 1.8415 0.8394 0.3411 -0.1 -0.7 -0.3 0.07
```
Forces are in eV/Å.

---

No. 4
Computed, not measured: 2 unconnected molecules or ions with the total composition CHCl3NOP, with wB97M-V/def2-TZVPD.

Values from the calculation:
SMILES	O=P(Cl)(Cl)Cl.C#N
total charge	0
relative energy (zero: lowest compared OMol25 entry of this formula, charge and spin)	0.0838	eV

Geometry as XYZ:
```
8
Properties=species:S:1:pos:R:3:forces:R:3:lowdin_charge:R:1
O 0.9622 0.6759 -0.5842 -0.1 0.1 0.9 -0.45
P 0.3653 -0.6053 -0.9302 1.1 0.0 -0.3 -0.61
Cl -0.8853 -0.3759 -2.3843 -1.1 0.0 -1.1 0.40
Cl -0.6161 -1.7647 0.3498 0.1 0.2 0.3 0.36
Cl 1.7886 -1.8044 -1.6252 0.2 -0.5 -0.1 0.35
C -0.5108 1.2629 1.7362 0.3 0.3 0.1 -0.14
N -1.6063 1.4640 1.9691 -0.9 0.0 0.2 0.07
H 0.5023 1.1475 1.4689 0.5 -0.1 -0.1 0.03
```
Forces are in eV/Å.